Molecular formula: C59H143N8O5
Method: DFT, wB97M-V/def2-TZVPD

Properties
Lowest unoccupied orbital energy (eV): -9.4
Max |F| (eV/A): 3.5
HOMO level (Eh): -0.508
Relative energy (zero: lowest compared OMol25 entry of this formula, charge and spin) (kJ/mol): 0.0
Net charge: +7
Orbital gap (eV): 4.4
Total energy (Eh): -3145.0896

Element x y z (Å)
C 0.409 0.404 -1.939
C 1.028 0.790 -0.541
C 2.553 0.557 -0.520
O 0.535 2.038 -0.123
H 0.395 -0.684 -2.002
H 0.843 0.910 -2.801
H -0.668 0.575 -1.954
H 0.531 -0.005 0.014
H 2.869 0.995 0.427
H 3.087 1.112 -1.291
H 2.850 -0.490 -0.460
C -3.994 -11.230 0.417
C -4.926 -10.076 0.109
C -4.811 -8.996 1.170
N -5.790 -7.746 1.104
C -5.589 -6.887 2.383
C -4.137 -6.390 2.410
C -3.732 -5.590 1.159
C -4.017 -6.363 -0.111
C -5.423 -6.996 -0.228
C -7.279 -8.143 0.935
H -3.041 -10.775 0.688
H -3.610 -11.735 -0.469
H -4.244 -11.990 1.158
H -5.903 -10.532 0.269
H -4.793 -9.702 -0.906
H -3.811 -8.585 1.029
H -4.857 -9.294 2.217
H -5.768 -7.706 3.079
H -6.385 -6.152 2.496
H -3.419 -7.176 2.643
H -4.209 -5.682 3.236
H -2.669 -5.350 1.176
H -4.307 -4.666 1.093
H -3.352 -7.181 -0.389
H -3.956 -5.657 -0.939
H -5.748 -7.763 -0.930
H -6.183 -6.233 -0.395
H -7.875 -7.232 0.881
H -7.622 -8.540 1.890
H -7.396 -8.903 0.163
C 3.024 -3.670 10.784
C 2.621 -3.110 9.350
C 3.799 -3.182 8.304
N 3.380 -2.552 6.902
C 4.547 -2.905 5.941
C 5.911 -2.143 6.344
C 5.543 -0.620 6.430
C 4.295 -0.350 7.323
C 3.059 -1.022 6.839
C 2.109 -3.272 6.383
H 2.161 -3.584 11.445
H 3.954 -3.408 11.287
H 3.270 -4.720 10.626
H 2.309 -2.085 9.547
H 1.690 -3.564 9.009
H 4.048 -4.232 8.153
H 4.779 -2.736 8.475
H 4.704 -3.974 6.086
H 4.249 -2.819 4.896
H 6.386 -2.582 7.221
H 6.547 -2.482 5.527
H 6.312 -0.015 6.909
H 5.391 -0.119 5.474
H 4.525 -0.675 8.338
H 4.192 0.733 7.270
H 2.321 -0.739 7.590
H 2.835 -0.652 5.838
H 1.208 -3.141 6.983
H 2.419 -4.317 6.376
H 1.815 -2.918 5.395
C 4.293 7.239 3.285
C 3.167 8.226 3.013
C 2.129 8.153 4.156
N 1.155 9.386 4.142
C 0.312 9.344 5.514
C -0.942 10.168 5.383
C -1.609 9.965 3.981
C -0.756 10.374 2.714
C 0.501 9.500 2.729
C 1.939 10.712 4.231
H 4.875 7.453 4.182
H 4.925 7.145 2.402
H 3.982 6.195 3.315
H 2.720 8.020 2.040
H 3.602 9.210 3.182
H 2.503 8.031 5.172
H 1.541 7.239 4.072
H 0.061 8.294 5.665
H 0.873 9.547 6.427
H -1.507 9.901 6.276
H -0.661 11.211 5.524
H -2.025 8.960 3.900
H -2.547 10.496 3.822
H -1.336 10.220 1.804
H -0.659 11.460 2.709
H 0.222 8.498 2.401
H 1.347 9.822 2.123
H 1.299 11.557 4.482
H 2.533 10.925 3.341
H 2.650 10.531 5.037
C -11.192 -4.481 -10.672
C -10.714 -4.068 -9.211
C -9.234 -3.998 -9.020
N -8.772 -3.060 -7.832
C -7.420 -3.551 -7.292
C -6.643 -2.484 -6.372
C -6.616 -0.980 -6.935
C -7.999 -0.540 -7.362
C -8.563 -1.564 -8.424
C -9.667 -3.176 -6.529
H -10.819 -5.449 -11.007
H -10.879 -3.827 -11.485
H -12.266 -4.656 -10.731
H -11.042 -4.820 -8.494
H -11.127 -3.088 -8.974
H -8.820 -3.567 -9.932
H -8.619 -4.897 -8.978
H -6.874 -3.711 -8.222
H -7.397 -4.554 -6.866
H -5.615 -2.787 -6.171
H -7.107 -2.465 -5.386
H -5.879 -0.839 -7.726
H -6.242 -0.259 -6.207
H -7.799 0.393 -7.890
H -8.557 -0.353 -6.444
H -8.042 -1.658 -9.376
H -9.598 -1.308 -8.655
H -9.816 -4.249 -6.410
H -10.655 -2.787 -6.777
H -9.183 -2.711 -5.670
C 10.736 4.907 -2.653
N 9.793 4.286 -3.729
C 9.203 5.528 -4.402
C 10.704 3.502 -4.757
C 8.682 3.456 -3.052
C 9.146 2.050 -2.438
O 10.439 2.156 -1.821
H 11.579 4.290 -2.341
H 10.229 5.211 -1.737
H 11.420 5.626 -3.103
H 8.506 5.029 -5.074
H 9.980 6.127 -4.877
H 8.595 5.993 -3.626
H 9.983 3.074 -5.454
H 11.312 2.746 -4.259
H 11.330 4.259 -5.229
H 7.918 3.274 -3.808
H 8.192 4.161 -2.381
H 9.012 1.286 -3.203
H 8.461 1.748 -1.646
H 10.655 1.343 -1.357
C 2.251 6.027 -4.917
N 1.134 7.100 -5.171
C 0.365 6.672 -6.467
C 0.090 6.939 -4.011
C 1.711 8.558 -5.373
C 2.435 9.252 -4.201
O 3.495 8.553 -3.671
H 2.885 6.008 -5.803
H 1.947 4.982 -4.860
H 2.818 6.165 -3.997
H -0.364 5.884 -6.280
H 1.118 6.290 -7.155
H -0.223 7.514 -6.833
H -0.116 5.877 -4.145
H -0.814 7.522 -4.190
H 0.509 7.187 -3.036
H 0.918 9.230 -5.699
H 2.464 8.467 -6.155
H 1.693 9.295 -3.404
H 2.900 10.190 -4.507
H 3.815 9.043 -2.910
C -6.190 1.688 6.856
N -5.088 1.810 5.762
C -3.757 2.084 6.438
C -5.070 0.479 4.936
C -5.597 2.977 4.858
C -4.789 3.229 3.527
O -3.543 3.683 3.852
H -6.237 2.625 7.412
H -6.116 0.899 7.604
H -7.182 1.730 6.408
H -3.593 1.347 7.225
H -3.761 2.991 7.043
H -3.007 2.076 5.647
H -4.371 0.629 4.113
H -6.103 0.371 4.604
H -4.787 -0.178 5.758
H -5.731 3.769 5.595
H -6.596 2.840 4.444
H -5.132 4.085 2.946
H -4.659 2.381 2.854
H -2.863 3.516 3.195
C 5.309 -7.042 -1.470
N 5.988 -8.035 -2.378
C 6.925 -7.358 -3.423
C 6.812 -8.956 -1.516
C 4.988 -9.038 -3.094
C 3.710 -8.411 -3.542
O 4.000 -7.346 -4.490
H 4.702 -7.630 -0.781
H 4.678 -6.364 -2.044
H 5.967 -6.472 -0.814
H 6.457 -6.915 -4.302
H 7.678 -8.099 -3.692
H 7.396 -6.554 -2.857
H 6.130 -9.328 -0.753
H 7.559 -8.290 -1.083
H 7.303 -9.779 -2.035
H 4.767 -9.888 -2.448
H 5.672 -9.533 -3.783
H 2.945 -8.238 -2.786
H 3.240 -9.226 -4.091
H 4.620 -7.694 -5.135

Here are the Löwdin charges for atoms 1 to 5, given in e: C -0.12; C -0.69; C -0.11; O -0.42; H 0.04